(w)
The following is a DFT calculation (the ωB97M-V functional and the def2-TZVPD basis) of a single C6H9NS molecule.

ORCA input file:
```
! RIJCOSX wB97M-V def2-TZVPD def2/J DEFGRID3
* xyz 0 1
C -2.760 0.318 -0.556
C -1.333 0.161 -0.030
C -0.382 1.355 0.274
C 0.918 0.529 0.555
C 0.731 -0.384 -0.502
C -0.616 -1.126 -0.281
H -3.156 -0.698 -0.733
H -3.277 0.888 0.267
H -2.872 0.970 -1.423
H -0.361 2.178 -0.478
H -0.611 1.906 1.175
H 0.689 0.044 1.537
H 0.537 0.358 -1.378
H -0.817 -1.907 -1.074
H -1.881 -1.436 1.161
N -1.097 -0.946 0.999
S 2.505 -0.050 -0.175
*
```

As for the SMILES: C[C@]12C[C@@H]3S[C@H]3[C@H]1N2. The HOMO-LUMO gap is 9.4 eV.

(x)
The following is a DFT calculation (the ωB97M-V functional and the def2-TZVPD basis) of a molecular structure, C6H9NS.

ORCA input file:
```
! RIJCOSX wB97M-V def2-TZVPD def2/J DEFGRID3
* xyz 0 1
C 0.890 -1.430 -0.102
C 0.796 -0.410 0.960
C 0.706 -0.236 -1.072
C -0.871 0.218 -1.109
C -1.017 1.232 0.101
C -0.803 0.047 1.106
H 0.168 -2.294 -0.175
H 1.852 -1.996 0.067
H 1.329 -0.446 1.907
H 1.430 1.483 -0.011
H 1.162 -0.327 -2.034
H -1.432 0.546 -2.065
H -2.013 1.532 0.129
H -0.532 2.212 0.273
H -1.186 0.226 2.126
N 1.481 0.495 -0.056
S -1.960 -0.851 -0.047
*
```

The HOMO-LUMO gap is 8.9 eV.

Decreasing stability: (x), (w)

(w)
The following is a DFT calculation (the ωB97M-V functional and the def2-TZVPD basis) of a single C6H9NS molecule.

ORCA input file:
```
! RIJCOSX wB97M-V def2-TZVPD def2/J DEFGRID3
* xyz 0 1
C -0.412 0.310 -1.185
C -1.402 -0.498 -0.494
C -2.398 -1.086 -0.188
C 0.970 0.097 -0.636
C 1.118 0.396 0.902
C 1.000 -1.097 1.375
H -1.627 1.679 -0.490
H -0.088 2.252 -0.723
H -0.340 -0.011 -2.204
H -3.225 -1.692 0.109
H 1.736 0.622 -1.206
H 2.120 0.795 1.122
H 0.288 1.000 1.331
H 1.791 -1.440 2.056
H -0.034 -1.306 1.677
N -0.854 1.684 -1.113
S 1.357 -1.706 -0.331
*
```

As for the SMILES: C#C[C@@H](N)[C@H]1CCS1. The HOMO-LUMO gap is 9.5 eV.

(x)
The following is a DFT calculation (the ωB97M-V functional and the def2-TZVPD basis) of a single C6H9NS molecule.

ORCA input file:
```
! RIJCOSX wB97M-V def2-TZVPD def2/J DEFGRID3
* xyz 0 1
C -0.669 0.328 -2.209
C 0.294 0.793 -1.163
C 0.170 0.097 0.105
C 0.785 0.425 1.297
C -0.955 -0.904 0.224
C -1.149 -1.984 1.073
H -0.701 -0.754 -2.286
H -1.660 0.763 -1.856
H -0.343 1.054 -3.080
H 0.382 -0.085 2.215
H 2.354 1.643 0.676
H 2.183 1.262 2.589
H -1.709 -0.747 -0.552
H -2.050 -2.559 0.968
H -0.419 -2.214 2.050
N 1.856 1.243 1.526
S 1.631 1.637 -1.580
*
```

As for the SMILES: C=C/C(=C/N)C(C)=S. The HOMO-LUMO gap is 7.8 eV.

(y)
The following is a DFT calculation (the ωB97M-V functional and the def2-TZVPD basis) of a single C6H9NS molecule.

ORCA input file:
```
! RIJCOSX wB97M-V def2-TZVPD def2/J DEFGRID3
* xyz 0 1
C -0.501 1.613 -0.346
C 0.395 0.461 -0.695
C 0.712 -1.589 0.535
C -0.666 -0.962 0.715
C -1.772 -1.565 1.029
C -0.402 0.417 0.500
H -2.628 1.796 -0.800
H -1.368 3.092 -1.528
H -0.051 2.523 0.204
H 0.153 -0.109 -1.551
H 1.382 -2.009 1.438
H 0.539 -2.485 -0.102
H -2.780 -1.084 0.609
H -1.869 -2.583 1.304
H 0.039 0.931 1.346
N -1.536 1.873 -1.312
S 1.922 -0.215 -0.135
*
```

As for the SMILES: C=C1CS[C@@H]2[C@@H](N)[C@@H]12. The HOMO-LUMO gap is 8.9 eV.

Decreasing stability: (x), (w), (y)

(w)
The following is a DFT calculation (the ωB97M-V functional and the def2-TZVPD basis) of a single C4H2Si molecule.

ORCA input file:
```
! RIJCOSX wB97M-V def2-TZVPD def2/J DEFGRID3
* xyz 0 1
C 0.749 0.539 0.500
C 1.676 1.380 0.669
C -0.190 -0.564 0.827
C 2.733 2.097 0.654
Si -1.304 -0.974 -0.508
H -2.673 -1.367 -0.136
H -0.991 -1.111 -2.005
*
```

The HOMO-LUMO gap is 7.1 eV.

(x)
The following is a DFT calculation (the ωB97M-V functional and the def2-TZVPD basis) of a single C4H2Si molecule.

ORCA input file:
```
! RIJCOSX wB97M-V def2-TZVPD def2/J DEFGRID3
* xyz 0 1
C 1.963 -0.041 0.071
C 3.234 -0.060 -0.086
C 0.992 2.112 0.174
C 4.495 -0.430 -0.003
Si 0.177 0.449 -0.079
H -0.327 -0.230 -1.439
H -0.491 0.236 1.282
*
```

The HOMO-LUMO gap (spin up / spin down) is 6.3 / 6.4 eV.

Decreasing stability: (w), (x)